Density functional theory data (ωB97M-V/def2-TZVPD) for a cluster of 2 separate species, C5H10ClF in total at a distorted geometry.

Properties
ΔE to the lowest compared entry with this formula, charge and spin, kJ/mol: 0.0
LUMO (alpha / beta), eV: 0.90 / -0.97
Orbital gap (alpha / beta), eV: 6.89 / 9.97

Geometry as ORCA input:
```
! RIJCOSX wB97M-V def2-TZVPD def2/J DEFGRID3
* xyz 0 3
C -0.121 1.326 1.520
C -1.575 -0.778 -0.597
C 1.111 -1.306 -0.489
C 0.505 1.472 0.156
C -0.133 -0.578 -0.828
F -0.033 -0.231 -2.201
Cl 2.255 1.453 0.150
H 0.248 0.457 2.109
H -1.201 1.334 1.182
H 0.302 2.148 2.080
H -2.273 0.142 -0.782
H -1.882 -1.581 -1.154
H -1.636 -1.121 0.422
H 2.024 -0.780 -0.475
H 1.420 -2.208 -1.203
H 0.955 -1.865 0.558
H 0.035 2.119 -0.447
*
```

Atom charges from the Löwdin analysis, given in e for atoms 1 to 2: C -0.156; C -0.058



Density functional theory data (ωB97M-V/def2-TZVPD) for a cluster of 2 separate species, C5H10ClN4 in total at a distorted geometry.

Properties
ΔE to the lowest compared entry with this formula, charge and spin, kJ/mol: 392.3
LUMO, eV: -5.21
Orbital gap, eV: 8.50

Geometry as ORCA input:
```
! RIJCOSX wB97M-V def2-TZVPD def2/J DEFGRID3
* xyz 1 1
C 3.341 0.079 0.714
C 3.487 -0.722 -0.409
C 2.024 0.509 0.693
C -2.063 0.826 -0.817
C 0.200 0.063 -0.866
N 2.420 -0.828 -1.120
N 1.492 -0.067 -0.410
N -0.644 1.050 -0.609
N -3.051 -1.234 1.035
Cl -0.100 2.688 -0.206
H 4.069 0.292 1.393
H 4.385 -0.980 -0.859
H 1.398 1.020 1.386
H -2.587 1.751 -0.509
H -2.033 0.831 -1.902
H -2.552 -0.098 -0.351
H -0.149 -0.823 -1.465
H -3.752 -2.081 1.055
H -3.627 -0.653 1.661
H -2.259 -1.624 1.585
*
```

Atom charges from the Löwdin analysis, given in e for atoms 1 to 2: C 0.012; C -0.119



Density functional theory data (ωB97M-V/def2-TZVPD) for a cluster of 2 separate species, C5H10ClNO2 in total at a distorted geometry.

Properties
ΔE to the lowest compared entry with this formula, charge and spin, kJ/mol: 505.3
SMILES string: CC/C=[N+](\[O-])O.C=CCl
LUMO, eV: 0.62
Orbital gap, eV: 9.49

Geometry as ORCA input:
```
! RIJCOSX wB97M-V def2-TZVPD def2/J DEFGRID3
* xyz 0 1
C 2.104 -1.734 0.505
C 1.350 -0.469 -0.019
C -0.021 -0.842 -0.381
N -0.567 -0.310 -1.484
O -0.166 0.535 -2.315
O -1.837 -0.955 -1.738
H 1.615 -2.096 1.384
H 2.393 -2.634 -0.081
H 3.041 -1.348 0.905
H 1.511 0.270 0.906
H 1.861 0.123 -0.857
H -0.515 -1.722 0.076
H -2.066 -0.543 -2.539
C -1.314 2.154 1.070
C -1.668 0.888 1.181
Cl -3.331 0.416 1.400
H -2.040 2.925 1.241
H -0.243 2.394 0.990
H -0.918 0.138 1.105
*
```

Atom charges from the Löwdin analysis, given in e for atoms 1 to 2: C -0.115; C -0.223



Density functional theory data (ωB97M-V/def2-TZVPD) for a structure of composition C5H10CoO3 at a distorted geometry.

Properties
ΔE to the lowest compared entry with this formula, charge and spin, kJ/mol: 25.7
LUMO (alpha / beta), eV: -3.66 / -5.63
Orbital gap (alpha / beta), eV: 8.65 / 7.77

Geometry as ORCA input:
```
! RIJCOSX wB97M-V def2-TZVPD def2/J DEFGRID3
* xyz 1 5
O 2.481 1.521 -0.754
C 3.005 0.634 -0.016
C 2.332 -0.627 0.020
O 1.049 -0.498 -0.285
C 0.053 -1.530 -0.193
C -1.186 -0.848 0.339
O -1.321 0.400 -0.334
C -2.601 1.007 -0.162
Co 0.381 1.477 -0.663
H 4.081 0.656 0.203
H 2.668 -1.530 0.529
H 0.381 -2.337 0.471
H -0.091 -1.906 -1.213
H -1.107 -0.668 1.422
H -2.062 -1.482 0.143
H -2.564 1.991 -0.641
H -3.368 0.388 -0.646
H -2.826 1.123 0.908
H 0.696 2.227 0.873
*
```

Atom charges from the Löwdin analysis, given in e for atoms 1 to 2: O -0.097; C -0.165



Density functional theory data (ωB97M-V/def2-TZVPD) for the ion C5H10F3N4O with charge +1 at a distorted geometry.

Properties
ΔE to the lowest compared entry with this formula, charge and spin, kJ/mol: 0.0
SMILES string: CC[C@@](O)(C(=[NH2+])/N=N/N)C(F)(F)F
LUMO, eV: -4.87
Orbital gap, eV: 9.44

Geometry as ORCA input:
```
! RIJCOSX wB97M-V def2-TZVPD def2/J DEFGRID3
* xyz 1 1
C 2.076 0.507 0.144
C 1.362 -0.781 -0.211
C 0.096 -0.851 0.713
O 0.355 -0.957 2.002
C -0.712 0.791 0.553
N -0.972 1.261 1.749
N -0.957 1.234 -0.563
N -1.374 0.974 -1.732
N -0.776 1.604 -2.722
C -0.981 -1.811 0.192
F -1.341 -1.619 -1.042
F -2.129 -1.854 0.922
F -0.682 -3.047 0.233
H 1.269 1.271 0.139
H 2.819 0.685 -0.580
H 2.384 0.386 1.157
H 1.995 -1.701 -0.204
H 1.006 -0.599 -1.342
H -0.208 -1.673 2.390
H -0.788 0.601 2.476
H -1.448 2.016 2.055
H 0.239 1.877 -2.768
H -1.232 1.682 -3.562
*
```

Atom charges from the Löwdin analysis, given in e for atoms 1 to 2: C -0.075; C -0.135



Density functional theory data (ωB97M-V/def2-TZVPD) for a structure of composition C5H10F5InO3PS at a distorted geometry.

Properties
LUMO, eV: 2.81
Orbital gap, eV: 7.48

Geometry as ORCA input:
```
! RIJCOSX wB97M-V def2-TZVPD def2/J DEFGRID3
* xyz -1 1
O -1.270 0.420 4.598
P -1.631 0.791 2.964
O -2.226 2.406 2.942
S -3.140 -0.337 2.383
In 0.253 0.337 1.313
C 1.588 2.197 1.263
F 2.677 2.089 0.358
F 2.064 2.421 2.593
C 0.631 3.454 0.876
F 1.180 4.263 -0.128
F -0.597 2.954 0.413
F 0.425 4.208 2.038
H -1.512 1.215 5.126
H -1.667 3.004 3.477
H -0.515 0.254 -0.327
H 1.232 -1.112 1.672
C -0.714 -3.025 -4.009
C -0.095 -2.674 -2.680
O -0.774 -2.316 -1.744
C 1.403 -2.786 -2.562
H -1.796 -2.898 -3.948
H -0.327 -2.362 -4.786
H -0.496 -4.066 -4.258
H 1.884 -2.113 -3.275
H 1.715 -3.817 -2.746
H 1.707 -2.503 -1.553
*
```

Atom charges from the Löwdin analysis, given in e for atoms 1 to 2: O -0.358; P 0.134



Density functional theory data (ωB97M-V/def2-TZVPD) for the ion C5H10FN2 with charge +1 at a distorted geometry.

Properties
ΔE to the lowest compared entry with this formula, charge and spin, kJ/mol: 317.6
SMILES string: C[N+](C)=C(F)N1CC1
LUMO, eV: -3.99
Orbital gap, eV: 10.76

Geometry as ORCA input:
```
! RIJCOSX wB97M-V def2-TZVPD def2/J DEFGRID3
* xyz 1 1
C -1.078 0.725 2.064
N -0.542 0.644 0.707
C 0.059 1.848 0.241
C -0.662 -0.466 0.095
F -1.148 -1.508 0.715
N -0.097 -0.690 -1.309
C 0.380 -2.002 -1.632
C 1.277 -0.836 -1.641
H -0.280 0.964 2.679
H -1.205 -0.350 2.317
H -1.928 1.297 2.234
H 0.858 1.716 -0.430
H 0.513 2.498 1.057
H -0.700 2.570 -0.189
H 0.203 -2.452 -2.597
H 0.726 -2.694 -0.851
H 2.058 -0.826 -0.944
H 1.567 -0.439 -2.518
*
```

Atom charges from the Löwdin analysis, given in e for atoms 1 to 2: C 0.049; N -0.067



Density functional theory data (ωB97M-V/def2-TZVPD) for the molecule C5H10FNO2S at a distorted geometry.

Properties
ΔE to the lowest compared entry with this formula, charge and spin, kJ/mol: 235.8
LUMO (alpha / beta), eV: -1.08 / -1.09
Orbital gap (alpha / beta), eV: 6.62 / 6.61

Geometry as ORCA input:
```
! RIJCOSX wB97M-V def2-TZVPD def2/J DEFGRID3
* xyz 0 1
C -1.195 -0.759 0.985
C 0.376 -1.629 -1.044
C -0.873 0.668 0.465
C 0.615 0.956 0.156
C 1.120 1.663 -1.070
N 1.508 0.698 1.128
O -1.576 -3.078 0.099
O -2.212 -1.117 -1.270
F -1.139 1.619 1.442
S -1.185 -1.813 -0.433
H -0.488 -1.125 1.644
H -2.276 -0.749 1.377
H 0.692 -1.664 -2.080
H 0.826 -2.070 -0.162
H -1.470 0.881 -0.393
H 0.383 1.640 -1.818
H 2.078 1.308 -1.372
H 1.111 2.737 -0.746
H 1.184 0.982 2.130
H 2.519 0.852 0.963
*
```

Atom charges from the Löwdin analysis, given in e for atoms 1 to 2: C -0.202; C -0.194



Density functional theory data (ωB97M-V/def2-TZVPD) for a structure of composition C5H10FNS at a distorted geometry.

Properties
ΔE to the lowest compared entry with this formula, charge and spin, kJ/mol: 124.0
LUMO, eV: 0.73
Orbital gap, eV: 9.98

Geometry as ORCA input:
```
! RIJCOSX wB97M-V def2-TZVPD def2/J DEFGRID3
* xyz 0 1
C 1.197 -0.177 -0.943
C -0.006 0.226 -0.124
C 0.253 1.545 0.662
C -1.426 0.096 -0.709
C -0.507 -0.889 0.833
H 2.345 -1.682 0.384
H 0.934 -1.073 -1.564
H 1.464 0.592 -1.716
H -0.532 1.838 1.356
H 1.170 1.471 1.290
H -1.468 0.127 -1.776
H -2.050 0.802 -0.274
H -2.344 -1.498 0.172
H 0.178 -1.769 1.002
H -0.937 -0.473 1.831
N -1.464 -1.249 -0.194
F 0.454 2.568 -0.236
S 2.741 -0.455 0.005
*
```

Atom charges from the Löwdin analysis, given in e for atoms 1 to 2: C -0.500; C -0.463



Density functional theory data (ωB97M-V/def2-TZVPD) for a structure of composition C5H10FeO3 at a distorted geometry.

Properties
ΔE to the lowest compared entry with this formula, charge and spin, kJ/mol: 268.7
LUMO (alpha / beta), eV: -1.05 / -1.09
Orbital gap (alpha / beta), eV: 6.97 / 6.86

Geometry as ORCA input:
```
! RIJCOSX wB97M-V def2-TZVPD def2/J DEFGRID3
* xyz 0 5
C 2.762 0.958 -0.037
O 1.626 1.765 0.086
C 2.392 -0.491 -0.407
O 1.341 -0.958 0.400
C -1.184 -1.998 -0.057
C -2.045 -0.976 0.118
O -1.566 0.340 0.144
C -2.584 1.347 0.071
Fe 0.305 0.586 0.682
H 3.331 0.932 0.919
H 3.459 1.347 -0.808
H 3.291 -1.131 -0.309
H 2.091 -0.514 -1.478
H -0.476 -2.290 0.720
H -1.319 -2.638 -0.930
H -2.942 -1.085 0.736
H -2.078 2.318 0.036
H -3.172 1.196 -0.842
H -3.231 1.291 0.956
*
```

Atom charges from the Löwdin analysis, given in e for atoms 1 to 2: C -0.370; O -0.362



What is the formula in the fifth record?
C5H10F3N4O